{"formula": "C34H99K4NO38P2", "method": "ωB97M-V/def2-TZVPD", "charge": -2, "gap_ev": 3.67, "total_energy_ha": -7351.46163, "max_force_ev_per_a": 7.0, "symbols": ["K", "K", "K", "K", "P", "O", "O", "O", "O", "P", "O", "O", "O", "O", "C", "C", "O", "O", "H", "H", "H", "H", "H", "H", "C", "C", "O", "O", "H", "H", "H", "H", "H", "H", "C", "C", "O", "O", "H", "H", "H", "H", "H", "H", "C", "C", "O", "O", "H", "H", "H", "H", "H", "H", "C", "C", "O", "O", "H", "H", "H", "H", "H", "H", "C", "C", "O", "O", "H", "H", "H", "H", "H", "H", "C", "C", "O", "O", "H", "H", "H", "H", "H", "H", "C", "C", "O", "O", "H", "H", "H", "H", "H", "H", "C", "C", "O", "O", "H", "H", "H", "H", "H", "H", "C", "C", "O", "O", "H", "H", "H", "H", "H", "H", "C", "C", "O", "O", "H", "H", "H", "H", "H", "H", "C", "C", "O", "O", "H", "H", "H", "H", "H", "H", "C", "C", "O", "O", "H", "H", "H", "H", "H", "H", "C", "C", "O", "O", "H", "H", "H", "H", "H", "H", "C", "O", "C", "C", "N", "C", "C", "O", "C", "H", "H", "H", "H", "H", "H", "H", "H", "H", "H", "H", "H", "H", "H", "H"], "coordinates": [[1.812, 21.844, -8.296], [3.199, 23.767, -11.372], [6.650, 18.398, -10.862], [1.256, 21.165, -12.929], [3.943, 20.186, -11.224], [5.207, 21.013, -10.784], [3.813, 20.148, -12.797], [2.706, 20.920, -10.646], [4.116, 18.768, -10.573], [-0.019, 24.768, -10.592], [1.268, 24.446, -9.777], [-1.201, 23.767, -10.346], [0.286, 24.794, -12.093], [-0.546, 26.171, -10.036], [9.468, 17.118, -7.017], [8.382, 17.754, -7.888], [8.931, 18.896, -8.525], [9.973, 18.151, -6.208], [10.364, 16.754, -7.521], [9.017, 16.360, -6.377], [7.557, 18.073, -7.250], [8.022, 17.000, -8.587], [8.216, 19.535, -8.482], [10.377, 18.813, -6.773], [0.978, 24.166, -15.316], [-0.469, 24.880, -15.398], [-0.581, 25.693, -14.316], [1.190, 23.492, -14.077], [1.815, 24.863, -15.263], [1.210, 23.431, -16.086], [-1.135, 24.026, -15.279], [-0.718, 25.466, -16.284], [-0.363, 25.294, -13.470], [0.831, 24.015, -13.356], [8.395, 18.971, -16.143], [7.417, 18.036, -16.832], [7.830, 17.489, -18.046], [9.519, 18.220, -15.741], [7.909, 19.502, -15.325], [8.670, 19.816, -16.775], [6.485, 18.575, -17.001], [7.165, 17.156, -16.239], [8.460, 18.121, -18.398], [9.517, 17.348, -16.142], [1.076, 26.224, -7.230], [2.653, 26.292, -7.242], [3.124, 26.021, -8.581], [0.869, 24.851, -7.235], [0.477, 26.698, -8.007], [0.744, 26.578, -6.254], [3.231, 25.630, -6.597], [3.000, 27.299, -7.008], [2.432, 25.468, -8.951], [1.128, 24.614, -8.128], [-1.555, 20.629, -9.304], [-1.845, 19.588, -8.259], [-2.956, 20.068, -7.457], [-0.831, 21.810, -8.784], [-2.480, 21.015, -9.733], [-1.016, 20.196, -10.147], [-0.954, 19.647, -7.634], [-2.303, 18.630, -8.503], [-3.235, 19.313, -6.934], [-1.065, 22.569, -9.323], [9.309, 16.735, -12.606], [10.233, 17.879, -12.089], [10.890, 17.394, -10.928], [8.343, 16.480, -11.677], [9.977, 15.899, -12.814], [8.741, 17.231, -13.393], [9.765, 18.789, -11.714], [10.886, 18.142, -12.922], [10.209, 17.007, -10.374], [8.327, 15.520, -11.665], [3.542, 15.516, -12.223], [3.143, 16.282, -13.485], [2.350, 17.486, -13.297], [4.421, 16.315, -11.468], [4.010, 14.551, -12.419], [2.746, 15.170, -11.564], [2.700, 15.644, -14.249], [4.121, 16.683, -13.751], [2.910, 18.253, -13.160], [4.077, 17.178, -11.224], [5.777, 22.591, -7.987], [7.140, 21.965, -8.281], [6.982, 20.736, -9.130], [5.131, 23.143, -9.138], [5.690, 23.393, -7.255], [5.090, 21.780, -7.751], [7.529, 21.681, -7.303], [7.755, 22.642, -8.874], [6.305, 20.885, -9.794], [4.911, 22.354, -9.638], [4.683, 20.449, -15.920], [3.705, 21.549, -15.603], [3.866, 22.233, -14.452], [4.446, 19.275, -15.207], [5.702, 20.775, -15.710], [4.573, 20.325, -16.997], [2.678, 21.182, -15.595], [3.660, 22.320, -16.371], [4.014, 21.653, -13.702], [4.460, 19.526, -14.281], [7.813, 22.541, -12.286], [7.343, 21.736, -13.572], [6.759, 20.520, -13.180], [6.665, 23.094, -11.570], [8.588, 23.251, -12.577], [8.219, 21.799, -11.599], [8.185, 21.541, -14.235], [6.630, 22.360, -14.111], [6.029, 20.724, -12.591], [6.054, 22.365, -11.437], [4.599, 19.164, -7.058], [4.428, 17.657, -7.266], [4.820, 17.292, -8.520], [3.533, 19.683, -7.861], [5.619, 19.467, -7.295], [4.469, 19.396, -6.001], [3.443, 17.252, -7.035], [5.120, 17.180, -6.573], [4.370, 17.819, -9.184], [3.772, 19.462, -8.764], [3.195, 16.890, -18.098], [2.249, 16.798, -16.899], [2.125, 18.047, -16.272], [4.620, 16.965, -17.657], [3.046, 17.667, -18.848], [3.164, 15.967, -18.678], [2.427, 16.035, -16.142], [1.347, 16.574, -17.468], [2.897, 18.275, -15.748], [4.613, 17.582, -16.922], [1.075, 17.131, -9.713], [-0.063, 17.426, -10.747], [0.399, 18.391, -11.760], [1.197, 18.170, -8.912], [2.069, 17.169, -10.159], [0.851, 16.212, -9.172], [-0.866, 17.756, -10.088], [-0.397, 16.542, -11.290], [1.108, 18.096, -12.335], [1.818, 18.718, -9.396], [-3.005, 22.780, -12.994], [-3.388, 24.278, -12.985], [-3.098, 24.763, -11.663], [-1.550, 22.549, -13.003], [-3.539, 22.303, -13.815], [-3.341, 22.305, -12.072], [-4.461, 24.427, -13.112], [-2.782, 24.804, -13.722], [-2.482, 24.154, -11.249], [-1.200, 23.091, -12.292], [6.493, 14.369, -7.722], [7.124, 13.679, -8.804], [6.338, 13.920, -9.950], [6.993, 13.041, -11.095], [8.368, 13.562, -11.389], [9.074, 12.604, -12.233], [10.607, 12.893, -12.449], [11.272, 11.897, -13.202], [10.921, 11.697, -14.530], [7.320, 14.503, -7.025], [5.828, 13.714, -7.159], [6.015, 15.303, -8.018], [6.333, 14.989, -10.164], [5.353, 13.509, -9.729], [6.276, 13.010, -11.915], [7.070, 12.003, -10.772], [8.811, 13.681, -10.489], [8.714, 12.431, -13.247], [8.960, 11.575, -11.891], [11.223, 12.984, -11.554], [10.855, 13.821, -12.965], [10.605, 12.639, -14.977], [9.974, 11.167, -14.634], [11.696, 11.283, -15.176]], "mulliken_charge": [0.627, 0.696, 0.102, 0.351, -0.947, 0.667, 0.192, 0.472, 0.376, 0.306, -0.612, -1.081, -0.934, -1.059, -0.762, 0.776, -0.559, -0.639, 0.384, 0.215, 0.049, -0.148, 0.209, 0.348, -0.578, -0.380, -0.629, 0.106, 0.263, 0.261, 0.120, 0.370, 0.642, 0.376, 0.450, -0.038, -0.538, -0.535, -0.654, 0.433, -0.188, 0.241, 0.391, 0.393, -0.147, -0.355, -0.594, -0.485, 0.192, 0.311, 0.133, 0.337, 0.538, 0.047, 0.179, -0.427, -0.568, -0.364, 0.288, -0.115, 0.004, 0.493, 0.300, 0.424, 0.395, -0.372, -0.622, 0.757, -0.487, 0.193, 0.194, 0.440, 0.186, -0.163, -1.047, -0.087, -0.400, 0.539, 0.339, 0.429, 0.317, -0.048, -0.254, -0.367, -0.102, -0.698, 0.088, -0.592, 0.473, -0.167, 0.379, 0.315, -0.319, -0.156, -0.181, -1.021, -0.729, 1.435, -0.088, 0.541, 0.121, 0.639, 0.004, -0.322, -0.388, -0.593, 1.093, -0.511, 0.454, -0.046, 0.500, 0.132, -1.066, 0.127, -0.048, -0.719, -0.041, 0.138, -0.200, 0.472, 0.119, 0.485, -0.107, -0.751, -0.505, 0.024, -0.394, -0.533, 0.247, 0.384, -0.106, 0.322, 0.067, 0.256, 0.674, -0.456, -0.239, -0.529, -0.631, 0.438, -0.101, 0.460, 0.449, -0.087, -0.812, -0.082, -0.523, -0.128, 0.368, 0.268, 0.372, 0.026, 0.181, 0.355, -0.316, -0.492, 0.251, -1.206, -0.041, -0.810, -0.476, -0.457, -0.754, 0.239, 0.329, -0.118, -0.183, 0.489, 0.505, 0.513, 0.181, 0.359, 0.418, 0.350, 0.237, 0.311, 0.295, 0.265]}